[1]
Computed, not measured: a structure of composition C51H55BrF4HgN3O2P2, with wB97M-V/def2-TZVPD.

Properties
spin multiplicity = 2
Kohn-Sham gap = 4.9 eV
M = 1160.45 g mol⁻¹
total charge = -2
<S²> = 0.80
HOMO level = -0.97 eV

Each line ends with the Mulliken spin population.
Geometry (Å):
1 Hg 1.149 0.233 0.512  -0.03
2 Br 2.326 -1.838 -0.475  0.00
3 P -2.623 -1.694 -2.403  0.00
4 P 0.873 2.001 -1.856  -0.01
5 F 3.227 2.879 -6.404  0.00
6 F 4.623 0.529 -6.103  0.00
7 F 3.921 -1.290 -4.228  0.00
8 F 1.630 3.665 -4.348  0.00
9 O -2.328 -0.704 -1.332  0.00
10 O -0.518 -1.267 1.534  0.00
11 N -1.808 2.428 3.313  0.00
12 N -0.581 1.601 1.703  -0.01
13 N 2.671 1.213 1.736  0.68
14 C 1.638 1.489 -3.368  0.00
15 C -7.208 -2.605 -2.650  0.00
16 C -2.979 -1.359 4.855  0.00
17 C -1.761 -1.265 -3.993  0.00
18 C -0.870 2.521 -2.251  0.00
19 C 2.823 5.927 -0.359  0.00
20 C -1.241 3.507 2.667  0.01
21 C -3.082 -3.668 -0.544  0.00
22 C 0.933 -1.721 -5.195  0.00
23 C -3.539 3.201 -2.777  0.00
24 C -0.771 -3.494 -1.526  0.00
25 C -2.519 -2.535 4.243  0.00
26 C 1.991 -0.006 -3.488  0.00
27 C 2.854 3.553 -0.741  0.01
28 C 4.225 1.123 3.552  0.20
29 C -4.392 -1.541 -2.895  0.00
30 C -1.756 -0.047 3.192  0.01
31 C 2.937 2.041 -5.358  0.00
32 C 3.178 -0.152 -4.386  0.00
33 C 2.066 0.051 3.796  0.12
34 C -0.467 -4.349 -0.293  0.00
35 C 2.960 0.800 2.968  -0.05
36 C -2.582 -0.153 4.319  0.00
37 C 2.072 2.372 -4.360  0.00
38 C -5.307 -1.229 -1.700  0.00
39 C 4.566 0.710 4.822  -0.12
40 C 2.403 -0.318 5.081  -0.13
41 C -1.248 3.023 -3.498  0.00
42 C -4.951 -2.674 -3.791  0.00
43 C 0.837 -1.035 -3.836  0.00
44 C -1.537 -2.308 -5.111  0.00
45 C 0.958 4.846 -1.435  0.00
46 C -0.109 -2.838 -5.245  0.00
47 C -1.374 1.280 2.711  0.00
48 C 3.564 0.758 -5.285  0.00
49 C 3.658 -0.005 5.607  0.23
50 C -6.022 -3.486 -3.066  0.00
51 C -1.397 -5.556 -0.255  0.00
52 C -2.840 -5.090 -0.016  0.00
53 C -2.567 3.361 -3.760  0.00
54 C -0.529 -0.375 -3.722  0.00
55 C -1.856 2.343 -1.287  0.00
56 C 1.597 3.612 -1.345  0.00
57 C -1.701 -2.479 3.146  0.00
58 C -2.290 -3.397 -1.833  0.00
59 C -1.268 -1.243 2.550  0.00
60 C -0.483 2.974 1.679  -0.02
61 C -3.178 2.690 -1.541  0.00
62 C -6.758 -1.209 -2.173  0.00
63 C 3.465 4.699 -0.258  0.00
64 C 1.568 5.996 -0.948  0.00
65 H -3.061 -5.099 1.055  0.00
66 H 0.928 -1.823 -3.083  0.00
67 H -0.359 -2.500 -1.346  0.00
68 H 4.436 4.630 0.217  0.00
69 H 1.101 -0.221 3.383  0.09
70 H -2.237 -3.144 -5.020  0.00
71 H 5.545 0.954 5.222  -0.01
72 H -1.329 -3.385 2.679  0.00
73 H -7.415 -0.858 -1.374  0.00
74 H -2.936 0.748 4.811  0.00
75 H 1.926 -2.145 -5.353  0.00
76 H 0.580 -4.649 -0.320  0.00
77 H -6.847 -0.487 -2.992  0.00
78 H -0.036 -3.401 -6.182  0.00
79 H -4.153 -3.537 -0.704  0.00
80 H 1.059 6.949 -1.034  0.00
81 H -6.372 -4.302 -3.704  0.00
82 H -1.779 -1.811 -6.057  0.00
83 H -2.405 2.474 4.115  0.00
84 H 1.691 -0.880 5.675  0.00
85 H -3.929 2.530 -0.776  0.00
86 H -5.197 -1.957 -0.896  0.00
87 H 3.291 6.823 0.033  0.00
88 H -4.364 -0.616 -3.480  0.00
89 H -1.096 -6.271 0.514  0.00
90 H 0.136 3.479 0.955  0.01
91 H 0.759 -0.993 -5.998  0.00
92 H -5.006 -0.271 -1.278  0.00
93 H -1.430 4.523 2.967  0.00
94 H -2.584 -4.115 -2.608  0.00
95 H -1.330 -6.082 -1.215  0.00
96 H -2.525 -0.580 -4.377  0.00
97 H -2.808 -3.500 4.648  0.00
98 H -4.572 3.462 -2.982  0.00
99 H -7.894 -2.502 -3.497  0.00
100 H -0.502 3.141 -4.271  0.00
101 H -3.542 -5.786 -0.489  0.00
102 H 3.929 -0.322 6.607  0.02
103 H -5.391 -2.246 -4.697  0.00
104 H -0.020 4.916 -1.896  0.00
105 H 0.110 -3.541 -4.439  0.00
106 H -0.588 -3.739 0.606  0.00
107 H -0.540 0.455 -4.434  0.00
108 H -0.653 0.062 -2.734  0.00
109 H -4.154 -3.338 -4.127  0.00
110 H 4.918 1.689 2.941  0.01
111 H -5.578 -3.955 -2.184  0.00
112 H 2.321 -0.328 -2.497  0.00
113 H -2.775 -2.923 0.195  0.00
114 H 3.342 2.592 -0.626  0.00
115 H -0.253 -3.913 -2.388  0.00
116 H -1.601 1.885 -0.342  0.00
117 H -3.619 -1.394 5.728  0.00
118 H -7.767 -3.109 -1.857  0.00
119 H -2.839 3.749 -4.736  0.00

---

[2]
Computed, not measured: a cluster of 5 separate species, C3H18NO5 in total, with wB97M-V/def2-TZVPD.

Properties
spin multiplicity = 1
Kohn-Sham gap = 12.1 eV
M = 148.18 g mol⁻¹
total charge = +1
HOMO level = -14.75 eV

Each line ends with the natural charge from an NBO analysis.
Geometry (Å):
1 O -2.148 1.575 -0.451  -1.03
2 O -0.695 1.584 1.879  -0.95
3 O -0.026 -1.782 2.769  -0.98
4 O 0.221 2.663 -1.003  -0.95
5 O 1.391 0.374 -0.191  -0.77
6 N -1.193 -0.712 0.516  -0.73
7 C 1.102 -0.999 -0.495  0.07
8 C -0.414 -1.022 -0.766  -0.24
9 C 1.866 -1.434 -1.724  -0.65
10 H 1.371 -1.563 0.361  0.20
11 H -0.938 0.237 0.836  0.47
12 H 1.671 -0.784 -2.609  0.23
13 H -0.777 -1.977 -1.197  0.23
14 H -0.985 -1.414 1.287  0.46
15 H 0.329 2.788 -1.948  0.49
16 H -2.875 2.081 -0.787  0.49
17 H -1.314 2.086 -0.669  0.50
18 H -0.738 -0.245 -1.499  0.24
19 H -1.466 2.148 1.689  0.51
20 H 0.105 -0.965 3.398  0.51
21 H 3.005 -1.470 -1.496  0.24
22 H -2.185 -0.632 0.335  0.44
23 H 0.036 -2.549 3.266  0.49
24 H 0.066 2.043 1.561  0.49
25 H 2.323 0.530 -0.103  0.50
26 H 1.556 -2.425 -2.090  0.24
27 H 0.713 1.862 -0.867  0.49

---

[3]
Computed, not measured: a cluster of 2 separate species, C12H27N2OSi2 in total, with wB97M-V/def2-TZVPD.

Properties
spin multiplicity = 1
Kohn-Sham gap = 6.4 eV
M = 271.53 g mol⁻¹
total charge = -1
HOMO level = -3.76 eV

Each line ends with the natural charge from an NBO analysis.
Geometry (Å):
1 Si -2.502 -3.027 1.557  1.83
2 Si -0.289 -1.585 0.127  1.84
3 O 1.174 5.966 -1.496  -0.61
4 N 0.912 3.982 -0.343  -0.63
5 N -1.038 -2.249 1.449  -1.75
6 C 2.689 2.924 -1.512  -0.27
7 C 1.263 4.760 -1.430  0.69
8 C 1.373 -0.840 0.666  -1.12
9 C -2.628 -4.616 0.514  -1.13
10 C 1.640 2.700 -0.421  -0.23
11 C 4.250 4.012 0.177  -0.43
12 C 1.842 3.794 -2.466  -0.50
13 C 3.826 3.855 -1.085  -0.16
14 C -2.795 -3.557 3.355  -1.12
15 C -4.001 -1.955 1.074  -1.13
16 C -1.257 -0.163 -0.697  -1.13
17 C 0.121 -2.827 -1.257  -1.13
18 H 0.935 4.475 0.537  0.40
19 H 1.215 -0.070 1.426  0.21
20 H -3.509 -5.210 0.785  0.20
21 H -4.045 -1.794 -0.007  0.21
22 H 0.924 1.997 -0.861  0.21
23 H 1.017 3.177 -2.831  0.24
24 H 4.421 4.995 0.604  0.20
25 H 4.447 3.151 0.811  0.20
26 H -4.946 -2.423 1.372  0.20
27 H 1.950 2.248 0.514  0.23
28 H 2.375 4.286 -3.270  0.23
29 H -3.754 -4.072 3.484  0.20
30 H -0.779 -3.124 -1.803  0.22
31 H -3.937 -0.982 1.566  0.22
32 H 2.014 -1.617 1.089  0.22
33 H -1.742 -5.237 0.672  0.22
34 H 0.821 -2.407 -1.990  0.20
35 H -2.705 -4.389 -0.553  0.21
36 H 1.900 -0.386 -0.183  0.19
37 H -2.001 -4.233 3.679  0.22
38 H 3.117 2.015 -1.942  0.23
39 H 0.578 -3.722 -0.830  0.22
40 H -2.119 -0.540 -1.254  0.22
41 H -2.790 -2.680 4.007  0.22
42 H -0.636 0.398 -1.407  0.19
43 H -1.615 0.535 0.064  0.22
44 H 4.281 4.430 -1.889  0.19

---

[4]
Computed, not measured: a structure of composition C10H14N3, with wB97M-V/def2-TZVPD.

Properties
spin multiplicity = 1
Kohn-Sham gap = 7.8 eV
M = 176.24 g mol⁻¹
total charge = +1
HOMO level = -12.22 eV

Each line ends with the natural charge from an NBO analysis.
Geometry (Å):
1 N 0.823 -0.032 -1.109  -0.24
2 N -0.323 -0.391 -1.664  -0.13
3 N -1.301 -0.288 0.711  -0.27
4 C 1.295 3.029 0.928  -0.15
5 C -2.147 -0.482 1.871  -0.40
6 C 1.588 2.013 0.041  -0.20
7 C -0.454 0.901 0.706  0.06
8 C 0.086 3.064 1.631  -0.19
9 C -0.767 1.980 1.549  -0.18
10 C -0.372 -1.287 -2.756  -0.47
11 C 0.653 0.959 -0.126  0.17
12 C 1.842 -0.939 -0.909  -0.44
13 C -1.306 -1.202 -0.228  0.26
14 H -1.872 -2.031 -0.197  0.19
15 H -1.739 1.857 2.131  0.23
16 H -0.324 -2.334 -2.673  0.22
17 H -1.389 -1.047 -3.271  0.24
18 H -2.513 -1.408 1.692  0.22
19 H 1.900 3.801 1.282  0.24
20 H -2.942 0.325 1.816  0.23
21 H 0.470 -1.097 -3.435  0.24
22 H 1.477 -1.970 -1.199  0.22
23 H 2.169 -0.917 0.052  0.21
24 H 2.407 1.971 -0.606  0.24
25 H -1.486 -0.370 2.724  0.24
26 H 2.787 -0.615 -1.494  0.23
27 H -0.194 3.994 2.091  0.24

---

| no. | energy (eV) |
| --- | --- |
| 1 | -166011.55094 |
| 2 | -15125.32902 |
| 3 | -33667.55842 |
| 4 | -15055.93215 |